No. 1
Computed, not measured: a structure of composition C43H43BBrF3IN9O2S2Y, with the ωB97M-V functional and the def2-TZVPD basis.

Cartesian coordinates (Å):
Y (0.284, 1.085, 0.229)
C (1.607, 3.651, 3.544)
N (2.136, 4.342, 2.388)
C (3.390, 4.909, 2.292)
C (3.449, 5.481, 1.073)
N (2.250, 5.270, 0.426)
B (2.049, 5.909, -1.007)
N (0.867, 5.270, -1.764)
C (-0.238, 5.964, -2.209)
C (-1.054, 5.098, -2.841)
N (-0.438, 3.860, -2.773)
C (-0.964, 2.624, -3.321)
C (0.737, 3.976, -2.106)
S (1.801, 2.700, -1.705)
C (1.460, 4.537, 1.221)
S (-0.143, 3.935, 0.993)
H (2.298, 3.790, 4.374)
H (1.486, 2.590, 3.341)
H (0.631, 4.059, 3.804)
H (4.107, 4.858, 3.093)
H (4.245, 6.024, 0.595)
H (1.795, 7.089, -0.867)
H (3.087, 5.735, -1.602)
H (-0.339, 7.019, -2.032)
H (-2.002, 5.237, -3.331)
H (-1.543, 2.850, -4.215)
H (-1.594, 2.099, -2.603)
H (-0.131, 1.968, -3.559)
C (2.566, 0.728, 0.834)
H (2.775, -0.281, 1.217)
H (3.004, 1.472, 1.526)
H (3.171, 0.832, -0.075)
F (-9.536, -1.017, 3.955)
C (-8.992, -2.085, 3.335)
F (-9.834, -2.427, 2.334)
F (-9.061, -3.105, 4.230)
C (-7.610, -1.828, 2.856)
C (-6.823, -0.843, 3.444)
C (-5.524, -0.640, 3.024)
C (-4.954, -1.419, 1.990)
C (-5.773, -2.421, 1.414)
C (-7.067, -2.617, 1.842)
C (-3.639, -1.215, 1.538)
C (-2.491, -1.159, 1.107)
H (-7.234, -0.227, 4.234)
H (-4.918, 0.123, 3.494)
H (-5.363, -3.032, 0.621)
H (-7.673, -3.388, 1.381)
C (-1.629, -2.899, -0.982)
C (-0.793, -1.965, -0.186)
N (-1.264, -1.033, 0.674)
H (-2.118, -3.636, -0.337)
H (-1.014, -3.423, -1.713)
H (-2.430, -2.368, -1.520)
I (-0.433, -2.577, 6.129)
C (0.296, -1.294, 4.693)
C (1.575, -0.797, 4.593)
N (1.579, 0.008, 3.516)
N (0.392, 0.040, 2.893)
C (-0.402, -0.749, 3.600)
H (2.458, -0.968, 5.186)
H (2.373, 0.394, 3.023)
H (-1.431, -0.904, 3.308)
C (7.065, -3.822, -2.518)
C (5.729, -4.345, -2.052)
C (5.658, -5.599, -1.454)
C (4.449, -6.092, -0.986)
C (3.295, -5.350, -1.163)
C (3.341, -4.098, -1.778)
N (2.130, -3.391, -1.921)
C (1.728, -2.743, -3.091)
C (2.125, -3.250, -4.319)
C (1.840, -2.596, -5.518)
C (1.116, -1.404, -5.487)
C (0.669, -0.899, -4.285)
C (0.929, -1.548, -3.045)
C (0.400, -0.977, -1.878)
O (0.500, -1.670, -0.648)
O (-0.209, 0.164, -1.779)
C (4.574, -3.564, -2.191)
C (4.668, -2.153, -2.710)
H (7.830, -4.593, -2.428)
H (7.388, -2.960, -1.929)
H (7.027, -3.498, -3.561)
H (6.564, -6.186, -1.347)
H (4.403, -7.063, -0.507)
H (2.331, -5.733, -0.850)
H (1.639, -3.136, -1.079)
H (2.705, -4.167, -4.325)
H (2.180, -3.014, -6.457)
H (0.896, -0.874, -6.406)
H (0.095, 0.017, -4.255)
H (4.554, -2.102, -3.796)
H (5.629, -1.708, -2.450)
H (3.882, -1.532, -2.282)
Br (-6.162, 3.212, 2.754)
C (-4.480, 2.608, 2.151)
C (-4.294, 2.294, 0.822)
C (-3.042, 1.841, 0.441)
N (-2.022, 1.700, 1.281)
C (-2.224, 2.015, 2.559)
C (-3.435, 2.468, 3.047)
H (-5.094, 2.380, 0.102)
H (-2.862, 1.548, -0.589)
H (-1.372, 1.902, 3.219)
H (-3.555, 2.707, 4.094)

For the frontier orbital gap (alpha / beta), the calculation gives 4.78 / 4.68 eV. The total energy comes out at -172484.9464 eV. Its net charge is -1. For the highest occupied orbital energy (alpha / beta), the calculation gives -2.9 / -2.8 eV. The max |F| comes out at 0.63 eV Å⁻¹. As for the LUMO energy (alpha / beta): 0.06951 / 0.06952 hartree.

***

No. 2
Computed, not measured: a structure of composition C46H36Cl2F5Ge2N3S2Tl, with the ωB97M-V functional and the def2-TZVPD basis.

Cartesian coordinates (Å):
Tl (0.603, -0.785, 0.254)
C (1.598, 1.584, -5.841)
S (0.018, 0.783, -5.521)
C (0.185, 0.272, -3.805)
S (1.664, 0.384, -2.978)
N (-0.959, -0.172, -3.381)
N (-0.817, -0.788, -2.125)
C (-1.998, -1.160, -1.409)
C (-1.918, -2.531, -0.835)
C (-3.026, -3.365, -0.739)
C (-2.863, -4.641, -0.231)
C (-1.597, -5.059, 0.152)
C (-0.552, -4.161, 0.035)
N (-0.713, -2.925, -0.432)
H (1.512, 2.036, -6.830)
H (1.805, 2.348, -5.095)
H (2.409, 0.860, -5.829)
H (-2.962, -0.880, -1.826)
H (-3.995, -3.003, -1.057)
H (-3.713, -5.306, -0.137)
H (-1.423, -6.051, 0.546)
H (0.452, -4.428, 0.348)
Cl (1.609, 0.516, 4.462)
C (0.917, 2.014, 3.830)
Cl (1.133, 2.173, 2.080)
H (1.427, 2.846, 4.302)
H (-0.146, 2.029, 4.032)
F (-2.588, -1.456, 1.766)
C (-1.644, -2.124, 2.477)
C (-0.304, -1.894, 2.251)
C (0.533, -2.706, 2.979)
F (1.880, -2.612, 2.803)
C (0.116, -3.667, 3.881)
F (0.993, -4.433, 4.552)
C (-1.239, -3.843, 4.080)
F (-1.684, -4.766, 4.946)
C (-2.132, -3.065, 3.368)
F (-3.451, -3.251, 3.543)
Ge (3.187, -0.720, 0.277)
C (4.068, -0.264, 1.976)
C (4.413, -1.165, 2.981)
C (5.042, -0.736, 4.142)
C (5.340, 0.607, 4.323)
C (5.020, 1.517, 3.324)
C (4.397, 1.080, 2.163)
C (3.841, -2.395, -0.494)
C (4.159, -2.426, -1.852)
C (4.575, -3.605, -2.456)
C (4.678, -4.772, -1.712)
C (4.354, -4.757, -0.363)
C (3.933, -3.578, 0.240)
H (3.585, 0.422, -0.667)
H (4.192, -2.217, 2.873)
H (5.295, -1.457, 4.910)
H (5.823, 0.941, 5.233)
H (5.259, 2.567, 3.444)
H (4.158, 1.803, 1.391)
H (4.052, -1.529, -2.453)
H (4.807, -3.611, -3.514)
H (5.000, -5.693, -2.184)
H (4.420, -5.666, 0.224)
H (3.663, -3.594, 1.288)
C (-1.115, -0.058, -0.887)
Ge (-1.848, 1.764, -1.001)
C (-3.516, 1.733, -2.055)
C (-4.731, 1.647, -1.373)
C (-5.940, 1.610, -2.058)
C (-5.950, 1.664, -3.444)
C (-4.749, 1.735, -4.136)
C (-3.542, 1.760, -3.449)
C (-2.439, 2.364, 0.778)
C (-3.089, 3.593, 0.896)
C (-3.550, 4.052, 2.123)
C (-3.384, 3.273, 3.260)
C (-2.745, 2.045, 3.160)
C (-2.260, 1.606, 1.932)
C (-0.630, 3.176, -1.611)
C (-0.360, 3.410, -2.959)
C (0.457, 4.462, -3.348)
C (1.043, 5.285, -2.396)
C (0.788, 5.062, -1.052)
C (-0.053, 4.024, -0.667)
H (-4.740, 1.609, -0.289)
H (-6.870, 1.539, -1.507)
H (-6.890, 1.641, -3.984)
H (-4.746, 1.756, -5.219)
H (-2.619, 1.751, -4.013)
H (-3.245, 4.203, 0.011)
H (-4.048, 5.012, 2.189)
H (-3.758, 3.618, 4.217)
H (-2.636, 1.415, 4.038)
H (-1.761, 0.650, 1.875)
H (-0.780, 2.774, -3.726)
H (0.645, 4.627, -4.402)
H (1.697, 6.094, -2.701)
H (1.234, 5.698, -0.297)
H (-0.262, 3.883, 0.386)

For the frontier orbital gap, the calculation gives 6.77 eV. The total energy comes out at -230783.3998 eV. Its net charge is -1. For the highest occupied orbital energy, the calculation gives -4.5 eV. The max |F| comes out at 0.53 eV Å⁻¹. As for the LUMO energy: 0.08292 hartree.

***

No. 3
Computed, not measured: a structure of composition C47H45Br2F3GaO25, with the ωB97M-V functional and the def2-TZVPD basis.

Cartesian coordinates (Å):
C (4.159, 3.463, 3.381)
C (3.276, 4.769, 3.034)
C (3.341, 5.111, 1.486)
C (2.211, 4.425, 0.589)
C (1.372, 3.281, 1.309)
Ga (-0.316, 3.910, 2.306)
C (-1.110, 5.699, 1.558)
C (-2.543, 5.830, 2.270)
O (-3.082, 7.174, 2.225)
C (-1.886, 2.543, 2.210)
C (-1.383, 1.031, 2.305)
C (-1.180, 0.603, 3.819)
F (-1.555, 1.570, 4.756)
Br (0.766, 0.270, 4.072)
C (-2.073, -0.686, 4.081)
F (-2.053, -1.010, 5.436)
F (-3.404, -0.318, 3.799)
Br (-1.552, -2.211, 2.953)
H (4.960, 3.711, 4.145)
H (4.717, 3.203, 2.426)
H (3.515, 2.589, 3.717)
H (3.790, 5.622, 3.592)
H (2.238, 4.685, 3.459)
H (3.183, 6.237, 1.396)
H (4.363, 4.868, 1.063)
H (2.736, 3.992, -0.338)
H (1.503, 5.222, 0.217)
H (1.007, 2.582, 0.472)
H (1.973, 2.625, 2.009)
H (0.122, 4.246, 3.828)
H (-0.450, 6.590, 1.765)
H (-1.310, 5.550, 0.447)
H (-3.257, 5.070, 1.805)
H (-2.373, 5.454, 3.337)
H (-4.045, 7.047, 2.325)
H (-2.327, 2.668, 1.161)
H (-2.714, 2.811, 2.927)
H (-0.424, 0.977, 1.699)
H (-2.134, 0.393, 1.745)
C (3.755, -0.296, -3.951)
C (3.609, 1.015, -3.741)
C (3.510, 1.575, -2.362)
O (3.395, 2.775, -2.208)
C (3.550, 0.641, -1.235)
C (3.692, -0.669, -1.445)
C (3.818, -1.228, -2.822)
O (3.965, -2.429, -2.972)
O (3.728, -1.550, -0.415)
O (3.544, 1.892, -4.768)
H (3.830, -0.716, -4.945)
H (3.458, 1.059, -0.240)
H (3.837, -2.426, -0.828)
H (3.440, 2.770, -4.354)
C (-3.170, -6.838, -0.577)
C (-2.402, -5.846, -0.121)
C (-1.628, -5.981, 1.146)
O (-0.923, -5.061, 1.522)
C (-1.755, -7.231, 1.899)
C (-2.526, -8.220, 1.445)
C (-3.278, -8.096, 0.165)
O (-3.956, -9.030, -0.225)
O (-2.658, -9.384, 2.129)
O (-2.292, -4.674, -0.790)
H (-3.735, -6.754, -1.496)
H (-1.203, -7.309, 2.825)
H (-3.262, -9.930, 1.594)
H (-1.683, -4.127, -0.260)
C (1.730, -4.978, 8.269)
C (2.355, -3.885, 7.826)
C (1.600, -2.654, 7.453)
O (2.207, -1.673, 7.072)
C (0.139, -2.684, 7.561)
C (-0.486, -3.778, 8.001)
C (0.271, -5.000, 8.399)
O (-0.335, -5.973, 8.813)
O (-1.836, -3.828, 8.105)
O (3.702, -3.845, 7.696)
H (2.266, -5.876, 8.545)
H (-0.398, -1.790, 7.270)
H (-2.036, -4.719, 8.445)
H (3.902, -2.950, 7.362)
C (2.193, -8.520, -0.711)
C (3.262, -8.517, -1.510)
C (4.085, -7.288, -1.707)
O (5.063, -7.332, -2.430)
C (3.670, -6.065, -1.016)
C (2.598, -6.067, -0.219)
C (1.793, -7.303, -0.001)
O (0.833, -7.268, 0.747)
O (2.197, -4.946, 0.426)
O (3.649, -9.630, -2.177)
H (1.591, -9.405, -0.559)
H (4.264, -5.177, -1.181)
H (1.404, -5.204, 0.938)
H (4.442, -9.367, -2.680)
C (1.428, 2.743, -7.874)
C (0.884, 2.597, -9.084)
C (-0.477, 3.123, -9.395)
O (-0.930, 2.986, -10.517)
C (-1.220, 3.787, -8.321)
C (-0.676, 3.930, -7.110)
C (0.694, 3.429, -6.808)
O (1.157, 3.596, -5.696)
O (-1.344, 4.538, -6.103)
O (1.544, 1.964, -10.084)
H (2.415, 2.368, -7.635)
H (-2.212, 4.149, -8.554)
H (-0.736, 4.515, -5.338)
H (0.941, 1.993, -10.850)
C (-7.084, 5.241, -3.293)
C (-6.089, 5.402, -2.416)
C (-4.670, 5.505, -2.862)
O (-3.794, 5.670, -2.036)
C (-4.389, 5.397, -4.296)
C (-5.383, 5.233, -5.171)
C (-6.805, 5.157, -4.728)
O (-7.686, 5.025, -5.561)
O (-5.145, 5.128, -6.502)
O (-6.325, 5.480, -1.087)
H (-8.118, 5.168, -2.984)
H (-3.354, 5.455, -4.604)
H (-6.022, 5.018, -6.913)
H (-5.447, 5.596, -0.674)

For the frontier orbital gap, the calculation gives 4.35 eV. The total energy comes out at -301265.1426 eV. Its net charge is -1. For the highest occupied orbital energy, the calculation gives -4.9 eV. The max |F| comes out at 2.34 eV Å⁻¹. As for the LUMO energy: -0.01945 hartree.

***

No. 4
Computed, not measured: the ion C3NO5 with charge -1, with the ωB97M-V functional and the def2-TZVPD basis.

Cartesian coordinates (Å):
C (-0.482, -0.472, -0.669)
C (-1.561, 0.594, -0.103)
C (0.777, -0.194, -0.025)
N (2.411, -0.203, 1.281)
O (-1.306, 1.590, -0.775)
O (-0.596, -1.268, -1.585)
O (-2.348, 0.400, 0.783)
O (1.233, 0.594, 1.030)
O (1.892, -1.015, 0.186)

For the frontier orbital gap (alpha / beta), the calculation gives 7.49 / 7.49 eV. The total energy comes out at -14834.6056 eV. Its net charge is -1. For the highest occupied orbital energy (alpha / beta), the calculation gives -4.7 / -4.7 eV. The max |F| comes out at 8.11 eV Å⁻¹. As for the LUMO energy (alpha / beta): 0.10194 / 0.10194 hartree.

***

No. 5
Computed, not measured: an isolated molecule of CH5BS, with the ωB97M-V functional and the def2-TZVPD basis.

Cartesian coordinates (Å):
B (0.572, -0.963, 0.039)
C (-0.321, 1.393, 0.098)
S (-1.111, -0.304, -0.031)
H (1.030, -1.468, -1.032)
H (1.029, -1.112, 1.125)
H (0.782, 1.316, 0.072)
H (-0.544, 1.592, 1.161)
H (-1.439, -0.454, -1.432)

For the frontier orbital gap, the calculation gives 8.22 eV. The total energy comes out at -12625.8943 eV. For the highest occupied orbital energy, the calculation gives -8.2 eV. The max |F| comes out at 1.97 eV Å⁻¹. As for the LUMO energy: 0.00040 hartree.

***

No. 6
Computed, not measured: a cluster of 2 separate species, C4H12 in total, with the ωB97M-V functional and the def2-TZVPD basis.

Cartesian coordinates (Å):
C (1.053, -2.666, -0.026)
C (-0.082, -1.596, 0.242)
H (0.457, -3.616, -0.166)
H (1.712, -2.285, -0.831)
H (1.721, -2.710, 0.867)
H (0.338, -0.839, 0.776)
H (-0.926, -2.157, 0.679)
H (-0.259, -0.970, -0.596)
C (-1.217, 1.894, -0.326)
C (0.208, 2.340, 0.121)
H (-1.242, 1.649, -1.446)
H (-1.345, 0.981, 0.256)
H (-1.874, 2.642, -0.051)
H (0.509, 1.830, 0.991)
H (0.250, 3.456, 0.286)
H (0.888, 2.192, -0.833)

For the frontier orbital gap, the calculation gives 12.53 eV. The total energy comes out at -4341.2417 eV. As for the SMILES: CC.CC. For the highest occupied orbital energy, the calculation gives -11.4 eV. The max |F| comes out at 4.39 eV Å⁻¹. As for the LUMO energy: 0.04000 hartree.